# 1
Entry from the Open Molecules 2025 dataset: 13 unconnected molecules or ions with the total composition C52H106N13O12 (wB97M-V/def2-TZVPD).

Each line ends with the Löwdin charge.
Geometry (Å):
C  10.5041  2.4323  0.9171  -0.04
C  9.1381  3.0805  0.9082  -0.18
N  8.1982  2.4193  -0.0412  -0.04
C  8.1059  2.6335  -1.3962  -0.02
C  7.2518  1.7555  -1.9025  0.00
N  6.7995  0.9768  -0.8306  -0.07
C  7.3852  1.3998  0.2464  -0.04
C  5.8911  -0.1566  -1.0167  0.02
H  10.4210  1.3762  1.1622  0.09
H  11.1295  2.9772  1.6378  0.11
H  10.8829  2.6133  -0.0847  0.09
H  9.2229  4.1365  0.6176  0.13
H  8.6231  3.0348  1.8830  0.12
H  8.5891  3.4638  -1.8912  0.15
H  6.8643  1.6579  -2.8980  0.14
H  7.2855  0.9155  1.2134  0.18
H  6.2355  -0.8728  -1.7651  0.12
H  4.9518  0.2576  -1.3616  0.07
H  5.6725  -0.6437  -0.0699  0.11
C  -3.1762  0.4997  -2.1271  -0.07
C  -3.9157  -0.7819  -2.2823  -0.14
N  -5.4075  -0.4466  -2.2776  -0.02
C  -6.1266  -0.4171  -1.1174  -0.02
C  -7.3622  0.0009  -1.4334  0.01
N  -7.3260  0.4527  -2.7595  -0.08
C  -6.1545  0.1252  -3.2505  -0.04
C  -8.5238  1.1200  -3.3762  0.05
H  -2.1834  0.3291  -2.5696  0.07
H  -3.0961  0.7723  -1.0519  0.08
H  -3.6817  1.3228  -2.6314  0.08
H  -3.8761  -1.4721  -1.4351  0.10
H  -3.6991  -1.3919  -3.1661  0.12
H  -5.7469  -0.8474  -0.2390  0.08
H  -8.2577  0.1000  -0.8010  0.15
H  -5.8918  0.2034  -4.3089  0.17
H  -8.6136  0.9437  -4.4665  0.11
H  -8.5499  2.1826  -3.1284  0.10
H  -9.3128  0.5955  -2.8546  0.09
C  -1.5087  4.0703  -1.7691  -0.04
C  -1.4080  5.3259  -2.7130  -0.09
N  0.0186  5.6426  -3.0802  -0.03
C  0.8239  4.8209  -3.8449  -0.02
C  1.9703  5.4573  -4.0110  -0.05
N  1.8995  6.6448  -3.3608  -0.06
C  0.7094  6.7310  -2.8160  -0.03
C  3.0090  7.6803  -3.2989  0.08
H  -0.8032  4.1682  -0.9373  0.06
H  -1.3200  3.1675  -2.3575  0.07
H  -2.5092  4.0276  -1.3782  0.08
H  -1.7730  6.2625  -2.3167  0.12
H  -1.8293  5.1881  -3.7145  0.14
H  0.4218  3.9127  -4.2933  0.14
H  2.7471  5.1678  -4.6905  0.15
H  0.3729  7.5022  -2.1573  0.17
H  3.9011  7.2429  -3.7387  0.10
H  3.0958  7.9947  -2.2595  0.10
H  2.6477  8.5455  -3.8532  0.11
C  -2.3127  -0.5868  2.5988  -0.02
C  -2.1693  -1.5065  1.3462  -0.10
N  -0.9299  -1.1497  0.5954  -0.02
C  0.0380  -1.9533  0.1049  0.00
C  0.9167  -1.1511  -0.5605  -0.02
N  0.3872  0.1015  -0.4941  -0.05
C  -0.7433  0.0743  0.1979  -0.08
C  1.1958  1.3138  -0.8278  0.02
H  -1.4124  -0.6812  3.1915  0.08
H  -3.1364  -0.8992  3.2179  0.07
H  -2.4513  0.4594  2.2825  0.04
H  -2.9710  -1.4509  0.6274  0.09
H  -1.9293  -2.5361  1.5776  0.12
H  0.0807  -3.0349  0.3177  0.10
H  1.7975  -1.3484  -1.1956  0.10
H  -1.3137  0.9511  0.4188  0.12
H  0.6208  2.0451  -1.3746  0.06
H  2.1209  1.0433  -1.3538  0.08
H  1.4950  1.8144  0.0934  0.08
C  -2.2649  -4.9430  9.1979  -0.09
C  -3.0287  -5.3344  7.9492  -0.23
C  -2.5338  -4.6247  6.6758  -0.09
N  -3.1931  -4.9072  5.3236  -0.27
C  -4.5701  -4.4203  5.2821  0.02
C  -3.1032  -6.2769  4.7974  -0.12
C  -1.6481  -6.5483  4.4680  -0.11
C  -1.2084  -5.1530  3.9036  -0.12
C  -2.3480  -4.2157  4.3088  -0.13
H  -1.2074  -5.2257  9.0604  0.09
H  -2.6564  -5.5422  10.0306  0.09
H  -2.3338  -3.8687  9.3952  0.08
H  -4.1080  -5.2162  8.0922  0.11
H  -2.9494  -6.4306  7.8840  0.12
H  -1.4701  -4.7923  6.5853  0.13
H  -2.7052  -3.5618  6.7255  0.13
H  -4.9192  -4.3244  4.2512  0.09
H  -4.6518  -3.4639  5.7644  0.12
H  -5.2193  -5.1385  5.7974  0.12
H  -3.7288  -6.3142  3.9009  0.14
H  -3.5664  -7.0286  5.4246  0.14
H  -1.5696  -7.3995  3.8063  0.11
H  -0.9821  -6.7914  5.3260  0.13
H  -1.0236  -5.0889  2.8128  0.09
H  -0.2803  -4.8444  4.3925  0.11
H  -3.0096  -3.9121  3.4810  0.09
H  -2.0238  -3.2979  4.7849  0.13
C  -2.7987  -4.5680  -2.5799  0.03
C  -1.5033  -3.8028  -2.9041  -0.47
O  -1.2273  -2.6512  -2.5183  0.00
N  -0.6132  -4.4314  -3.7551  0.00
H  0.6655  -5.5880  -1.6136  0.05
H  -0.8539  -5.2953  -4.2198  0.15
C  0.6950  -3.9559  -3.9382  -0.09
H  -2.6580  -5.0687  -1.5963  0.09
H  -2.9270  -5.4074  -3.2687  0.09
H  -3.6973  -3.9665  -2.5069  0.07
H  1.1836  -3.6855  -2.9912  0.09
H  0.7652  -3.0309  -4.5565  0.06
H  1.3330  -4.7278  -4.3409  0.11
C  3.7654  4.1404  -0.8809  0.03
C  4.7636  4.9972  -0.2261  -0.43
O  5.5696  5.6428  -0.7777  0.19
N  4.6854  4.9870  1.3205  0.11
H  3.7840  5.4296  1.5405  0.16
H  4.5378  4.0155  1.6345  0.18
C  5.9703  5.5815  1.9235  0.04
H  3.5663  3.1751  -0.3980  0.09
H  4.1870  4.0984  -1.8994  0.11
H  2.8508  4.7787  -0.7670  0.11
H  6.6914  4.7497  2.0966  0.10
H  5.7933  6.2249  2.8110  0.12
H  6.3902  6.2704  1.1554  0.10
C  -0.3540  4.1033  2.8142  0.02
C  0.1327  5.1700  2.1235  -0.54
O  1.1764  5.4847  1.5193  -0.09
N  -0.9395  6.3796  2.1836  0.07
H  -1.6933  6.2854  2.8780  0.16
H  -0.3478  7.1341  2.5450  0.16
C  -1.5788  6.9097  0.8499  0.02
H  0.2126  3.1804  2.7823  0.07
H  -1.5609  3.6380  1.2448  0.15
H  -1.3047  4.0775  3.3139  0.07
H  -2.6351  7.1191  1.0611  0.10
H  -1.5111  6.1281  0.1038  0.04
H  -0.9982  7.7658  0.5172  0.09
C  -0.2259  -0.4331  -5.9898  0.05
C  0.9019  0.0137  -5.1266  -0.41
O  0.9658  0.5846  -4.0941  0.17
N  2.2363  -0.1755  -5.8278  0.09
H  2.3181  0.1953  -6.7750  0.19
H  2.7970  0.4556  -5.2533  0.17
C  2.8447  -1.5800  -5.6896  0.06
H  -0.5802  0.4758  -6.4709  0.11
H  -0.9783  -0.6921  -5.2444  0.10
H  -0.1230  -1.2149  -6.7335  0.11
H  2.9739  -1.7279  -4.6008  0.10
H  3.7947  -1.6771  -6.2027  0.12
H  2.0857  -2.2697  -6.0533  0.09
C  -4.6534  -4.5105  1.1662  0.00
C  -4.5526  -3.0771  1.4154  -0.76
O  -4.8768  -2.2422  0.5560  -0.07
O  -4.1314  -2.7464  2.5432  -0.09
H  -5.1112  -5.0011  2.0389  0.08
H  -3.6039  -4.8671  1.0642  0.09
H  -5.2310  -4.6877  0.2668  0.08
C  3.8745  -3.1058  -0.3710  -0.01
C  4.0367  -2.3948  -1.7096  -0.81
O  3.6541  -1.1767  -1.8107  -0.19
O  4.5344  -3.0534  -2.5819  0.02
H  4.7515  -2.9715  0.2694  0.08
H  3.7456  -4.1391  -0.5779  0.06
H  3.0086  -2.7782  0.2043  0.05
C  -4.4854  2.4737  1.8364  0.05
C  -3.2993  3.3678  1.6096  -0.56
O  -3.3312  4.5770  1.6692  0.07
O  -2.1570  2.6831  1.2764  -0.04
H  -5.3312  2.6525  1.2105  0.09
H  -4.7917  2.8710  2.8110  0.11
H  -4.2636  1.4457  1.9780  0.06
C  0.6904  -6.9856  1.1831  0.05
C  0.2425  -5.9399  0.1527  -0.50
O  0.6444  -6.3090  -1.0636  0.15
O  -0.2097  -4.8271  0.3529  0.03
H  1.1323  -7.7792  0.6024  0.09
H  -0.0167  -7.3777  1.9487  0.09
H  1.5075  -6.4843  1.6953  0.10

Its net charge is +5. As for the frontier orbital gap: 6.3 eV. The value obtained for the total energy is -99537.15063 eV.

=====

# 2
Entry from the Open Molecules 2025 dataset: a single C6H10O molecule (wB97M-V/def2-TZVPD).

Each line ends with the natural charge from an NBO analysis.
Geometry (Å):
C  0.6443  2.2395  1.6044  -0.64
C  0.1836  1.4657  0.3983  -0.17
C  1.0533  0.6144  -0.1574  -0.19
C  0.3730  -0.4796  -1.0464  -0.44
C  -0.3510  -1.7189  -0.2657  -0.52
C  -1.6710  -2.0243  -0.8859  0.42
O  -2.1008  -3.1804  -0.8560  -0.53
H  0.4746  3.3126  1.4293  0.21
H  1.7874  1.9457  1.6639  0.20
H  0.1978  1.9698  2.5761  0.22
H  -0.8165  1.4185  0.2231  0.18
H  2.1034  0.7091  -0.1112  0.21
H  0.9785  -0.9725  -1.7903  0.21
H  -0.3755  -0.0066  -1.7030  0.21
H  -0.4558  -1.3135  0.7364  0.24
H  0.2043  -2.7087  -0.3733  0.24
H  -2.2296  -1.2708  -1.4423  0.12

The energy relative to the best compared isomer or geometry (same formula, charge and spin) comes out at 170.9 kJ/mol. Its SMILES is C/C=C/CCC=O. As for the frontier orbital gap: 10.4 eV. The value obtained for the total energy is -8429.46922 eV.

=====

# 3
Entry from the Open Molecules 2025 dataset: 2 unconnected molecules or ions with the total composition C4H13N2O2 (wB97M-V/def2-TZVPD).

Each line ends with the natural charge from an NBO analysis.
Geometry (Å):
N  0.1295  0.4459  -2.2642  -0.66
C  0.3301  0.7871  -0.8445  -0.15
C  -0.9057  1.4759  -0.3008  -0.64
C  0.4184  -0.5690  -0.0844  0.68
N  1.2896  -0.8196  0.8842  -0.58
C  1.6747  0.0783  1.9749  -0.42
O  -0.1757  -1.4575  -0.7002  -0.66
H  -0.1910  1.2503  -2.8111  0.44
H  0.9336  -0.0262  -2.6810  0.45
H  -0.6675  -0.1884  -2.3955  0.47
H  1.2031  1.4124  -0.6791  0.24
H  -1.8298  0.9384  -0.4318  0.24
H  -0.7155  1.6154  0.7622  0.26
H  -1.1854  2.4787  -0.6483  0.23
H  1.5073  -1.7890  1.0746  0.43
H  1.6849  1.1105  1.6232  0.20
H  2.7153  -0.0872  2.2448  0.23
H  0.9828  -0.0404  2.8038  0.23
H  -3.0815  -0.2128  0.6616  0.47
H  -2.0377  -1.2422  1.0053  0.48
O  -2.3262  -0.3469  1.2418  -0.94

The energy relative to the best compared isomer or geometry (same formula, charge and spin) comes out at 194.7 kJ/mol. Its net charge is +1. As for the frontier orbital gap: 10.6 eV. The value obtained for the total energy is -11427.45641 eV.

=====

# 4
Entry from the Open Molecules 2025 dataset: a single C21H21N3O6S molecule (wB97M-V/def2-TZVPD).

Each line ends with the natural charge from an NBO analysis.
Geometry (Å):
C  3.5412  6.3172  -1.2402  -0.63
C  4.1658  4.9868  -0.8439  -0.07
O  3.1729  4.0454  -0.4457  -0.51
C  2.5606  3.3499  -1.4179  0.78
O  2.8263  3.4595  -2.5930  -0.61
C  1.5579  2.4654  -0.8381  -0.39
S  1.3343  2.5318  0.8946  0.56
C  0.1013  1.3558  0.7723  0.09
N  -0.5557  0.8818  1.8718  -0.64
C  -0.0363  1.0081  3.1235  0.68
O  0.8556  1.7836  3.3791  -0.58
C  -0.6781  0.1026  4.1710  -0.16
O  -1.4507  -0.9487  3.6260  -0.48
C  -0.8055  -1.8075  2.8209  0.57
N  0.4868  -1.6795  2.6463  -0.55
C  1.0708  -2.5057  1.7652  0.27
N  0.4917  -3.4063  1.0362  -0.46
C  -0.8419  -3.5757  1.2067  0.16
C  -1.5299  -4.5311  0.4363  -0.21
C  -2.8802  -4.6932  0.5979  -0.18
C  -3.5946  -3.9199  1.5245  -0.22
C  -2.9538  -2.9817  2.2889  -0.16
C  -1.5714  -2.7955  2.1393  -0.11
C  -0.1113  0.8985  -0.5246  -0.30
C  -1.0565  -0.1880  -0.7639  0.81
O  -1.7988  -0.6327  0.1026  -0.66
O  -1.0244  -0.6840  -1.9946  -0.50
C  -1.8777  -1.7968  -2.2656  -0.07
C  -1.3754  -2.4874  -3.5193  -0.62
C  0.7400  1.5537  -1.4605  0.10
C  0.7427  1.2877  -2.9235  -0.65
H  4.3240  7.0323  -1.4762  0.22
H  2.9099  6.1836  -2.1154  0.22
H  2.9372  6.7051  -0.4236  0.21
H  4.8146  5.0996  0.0270  0.19
H  4.7330  4.5701  -1.6832  0.20
H  -1.2962  0.2105  1.6398  0.46
H  -1.3663  0.6851  4.7892  0.23
H  0.1309  -0.2889  4.7978  0.23
H  2.1385  -2.3739  1.6480  0.18
H  -0.9647  -5.1181  -0.2706  0.23
H  -3.4095  -5.4240  0.0037  0.22
H  -4.6593  -4.0673  1.6267  0.22
H  -3.4873  -2.3730  3.0021  0.23
H  -1.8666  -2.4732  -1.4033  0.20
H  -2.9013  -1.4272  -2.3975  0.18
H  -0.3646  -2.8543  -3.3635  0.22
H  -1.3696  -1.7917  -4.3541  0.21
H  -2.0244  -3.3248  -3.7576  0.22
H  1.0608  0.2640  -3.1117  0.23
H  -0.2624  1.3977  -3.3252  0.22
H  1.4172  1.9742  -3.4247  0.26

The energy relative to the best compared isomer or geometry (same formula, charge and spin) comes out at 0.0 kJ/mol. Its SMILES is CCOC(=O)c1sc(NC(=O)COc2ncnc3ccccc23)c(C(=O)OCC)c1C. As for the frontier orbital gap: 8.4 eV. The value obtained for the total energy is -49710.33589 eV.

=====

Calculated F_max (eV Å⁻¹), listed in the same order as above: 4.7, 4.4, 2.9, 1.1